#w
The following is a DFT calculation (ωB97M-V/def2-TZVPD) of a molecular structure, C5H7N3.

The geometry in XYZ format:
```
15
Properties=species:S:1:pos:R:3
C -1.732 -0.313 -0.046
C -0.892 0.891 0.336
C 0.508 0.541 -0.211
C 1.972 0.671 0.063
C 0.529 -0.947 -0.200
H -2.374 -0.540 0.709
H -2.110 0.081 -1.024
H -1.386 1.799 -0.276
H -0.910 0.874 1.437
H 0.699 0.717 -1.356
H 2.658 1.582 -0.508
H -0.543 -2.014 1.039
N 2.695 -0.350 0.162
N 1.635 -1.447 0.085
N -0.748 -1.544 -0.210
```

Computed properties:
Orbital gap = 9.9 eV
HOMO energy = -9.47 eV
LUMO energy = 0.43 eV
Total charge = 0


#x
The following is a DFT calculation (ωB97M-V/def2-TZVPD) of a single C5H7N3 molecule.

The geometry in XYZ format:
```
15
Properties=species:S:1:pos:R:3
C -0.856 1.449 -0.003
C -0.792 0.043 0.003
C 0.487 -0.624 0.028
C -1.903 -0.804 0.003
C -2.983 -1.362 -0.003
H 0.043 3.208 -0.258
H 1.090 1.894 -0.195
H -1.829 1.898 -0.035
H 0.428 -1.680 -0.112
H 3.530 -0.963 0.150
H 2.263 -2.057 0.474
H -3.944 -1.845 -0.043
N 0.196 2.252 0.086
N 1.686 -0.187 0.009
N 2.584 -1.223 -0.104
```

Computed properties:
Orbital gap = 8.3 eV
HOMO energy = -7.38 eV
LUMO energy = 0.90 eV
Structure (SMILES) = C#CC(=C/N)/C=N/N
Total charge = 0


Result of the stability comparison: #x is the most stable of them.


#w
The following is a DFT calculation (ωB97M-V/def2-TZVPD) of a single C5H5NO molecule.

The geometry in XYZ format:
```
12
Properties=species:S:1:pos:R:3
O -1.143 0.072 2.912
C 1.281 0.890 -0.013
C 1.092 -0.608 -0.201
C -0.415 -0.439 -0.503
C -0.065 1.054 -0.705
C -1.155 -0.269 1.790
N -1.252 -0.672 0.653
H 1.669 -0.873 -1.102
H 1.414 -1.278 0.605
H -0.842 -0.992 -1.343
H -0.750 1.827 -0.337
H 0.166 1.287 -1.756
```

Computed properties:
Orbital gap = 8.4 eV
HOMO energy = -8.87 eV
LUMO energy = -0.50 eV
Total charge = 0


#x
The following is a DFT calculation (ωB97M-V/def2-TZVPD) of 2 unconnected molecules or ions with the total composition C5H5NO.

The geometry in XYZ format:
```
12
Properties=species:S:1:pos:R:3
O 0.445 0.113 1.977
C 1.032 0.254 0.942
C 2.374 0.907 0.581
C 2.685 0.065 -0.408
C 1.152 -0.020 -0.474
C -2.632 -0.328 -0.377
N -1.539 0.244 -0.109
H 3.662 -0.183 -0.885
H 0.474 0.368 -1.270
H -3.219 -0.768 0.429
H -3.006 -0.341 -1.404
H -1.381 0.144 0.896
```

Computed properties:
Orbital gap (spin up / spin down) = 8.9 / 8.9 eV
HOMO energy (spin up / spin down) = -8.98 / -8.98 eV
LUMO energy (spin up / spin down) = -0.12 / -0.12 eV
Structure (SMILES) = O=C1C2=C[C@@H]12.C=N
Total charge = 0


Result of the stability comparison: #w is the most stable of them.


#w
The following is a DFT calculation (ωB97M-V/def2-TZVPD) of a gas-phase ion, C4H10NO3 (charge +1).

The geometry in XYZ format:
```
18
Properties=species:S:1:pos:R:3
C 0.757 -0.297 -1.449
C -0.745 -0.403 0.623
C -0.293 0.419 -0.566
C 2.198 -0.744 0.358
N -2.229 -0.403 0.608
O 1.747 -0.997 -0.763
O 0.374 1.701 -0.129
O 2.103 0.375 1.035
H 0.139 -1.056 -1.894
H 1.120 0.336 -2.202
H -0.448 0.083 1.545
H -1.281 0.673 -1.170
H 2.839 -1.459 0.838
H -2.473 -0.601 1.623
H -2.509 -1.156 0.026
H -2.657 0.516 0.315
H -0.139 1.943 0.677
H 1.497 1.069 0.525
```

Computed properties:
Orbital gap = 8.2 eV
HOMO energy = -11.69 eV
LUMO energy = -3.49 eV
Total charge = +1


#x
The following is a DFT calculation (ωB97M-V/def2-TZVPD) of a gas-phase ion, C4H10NO3 (charge +1).

The geometry in XYZ format:
```
18
Properties=species:S:1:pos:R:3
C 0.774 1.625 -0.563
O 2.099 1.220 -0.302
C -0.152 0.353 -0.565
C -0.980 0.291 0.695
C -1.641 -1.050 0.885
O -0.806 -1.895 1.553
O -2.700 -1.395 0.462
N 0.764 -0.828 -0.594
H 0.443 2.287 0.217
H 0.708 2.182 -1.499
H 2.661 1.472 -1.022
H -0.733 0.361 -1.468
H -1.733 1.065 0.707
H -0.363 0.507 1.559
H -1.302 -2.721 1.664
H 0.274 -1.676 -0.847
H 1.117 -1.029 0.337
H 1.570 -0.769 -1.220
```

Computed properties:
Orbital gap = 11.2 eV
HOMO energy = -14.79 eV
LUMO energy = -3.58 eV
Structure (SMILES) = [NH3+][C@H](CO)CC(=O)O
Total charge = +1


Result of the stability comparison: #x is the most stable of them.


#w
The following is a DFT calculation (ωB97M-V/def2-TZVPD) of 2 unconnected molecules or ions with the total composition CH5N2O2.

The geometry in XYZ format:
```
10
Properties=species:S:1:pos:R:3
C -0.055 -0.332 -1.002
N -0.829 -0.893 1.507
N 0.787 0.103 0.010
O 0.199 2.052 -0.305
O 0.459 -0.399 1.197
H -1.066 -0.075 -0.902
H 0.412 0.012 -1.854
H -0.209 -1.384 -1.174
H 0.999 2.258 0.157
H -0.696 -1.341 2.365
```

Computed properties:
Orbital gap (spin up / spin down) = 7.1 / 7.3 eV
HOMO energy (spin up / spin down) = -2.32 / -2.62 eV
LUMO energy (spin up / spin down) = 4.73 / 4.69 eV
Total charge = -1


#x
The following is a DFT calculation (ωB97M-V/def2-TZVPD) of 2 unconnected molecules or ions with the total composition CH5N2O2.

The geometry in XYZ format:
```
10
Properties=species:S:1:pos:R:3
C -0.301 0.827 0.231
N 1.799 -0.705 -0.387
N -0.199 -0.444 0.847
O -1.789 -1.012 -0.378
O 0.773 -1.182 0.549
H 0.045 0.825 -0.748
H -1.379 0.976 0.139
H 0.260 1.526 0.886
H -1.306 -1.818 -0.393
H 2.424 -1.486 -0.281
```

Computed properties:
Orbital gap (spin up / spin down) = 7.2 / 7.2 eV
HOMO energy (spin up / spin down) = -2.53 / -2.53 eV
LUMO energy (spin up / spin down) = 4.68 / 4.68 eV
Total charge = -1


#y
The following is a DFT calculation (ωB97M-V/def2-TZVPD) of a gas-phase ion, CH5N2O2 (charge -1).

The geometry in XYZ format:
```
10
Properties=species:S:1:pos:R:3
C -0.382 -0.804 -0.281
N 1.605 0.154 0.543
N -1.356 0.500 0.069
O -0.733 1.301 0.965
O 0.784 -1.018 0.470
H -0.192 -0.761 -1.362
H -0.840 -1.778 -0.186
H 0.934 0.841 1.026
H 1.487 0.647 -0.328
H -1.309 0.918 -0.916
```

Computed properties:
Orbital gap = 6.2 eV
HOMO energy = -1.60 eV
LUMO energy = 4.60 eV
Structure (SMILES) = NOCN[O-]
Total charge = -1


Result of the stability comparison: #y is the most stable of them.


#w
The following is a DFT calculation (ωB97M-V/def2-TZVPD) of 2 unconnected molecules or ions with the total composition C2H4O2.

The geometry in XYZ format:
```
8
Properties=species:S:1:pos:R:3
O -1.418 -0.502 0.103
C -1.345 0.122 -0.917
H -2.164 0.780 -1.233
H -0.453 0.130 -1.583
O 1.168 1.053 0.713
C 1.324 -0.111 0.979
H 0.887 -0.821 0.259
H 2.001 -0.650 1.678
```

Computed properties:
Orbital gap = 10.7 eV
HOMO energy = -9.89 eV
LUMO energy = 0.81 eV
Structure (SMILES) = C=O.C=O
Total charge = 0


#x
The following is a DFT calculation (ωB97M-V/def2-TZVPD) of a single C2H4O2 molecule.

The geometry in XYZ format:
```
8
Properties=species:S:1:pos:R:3
C -0.598 0.232 0.690
C 0.379 -0.490 -0.183
O -1.064 -0.328 -0.484
O 1.311 0.193 -0.808
H -1.028 0.081 1.678
H -0.557 1.262 0.561
H 0.777 -1.407 0.084
H 0.781 0.456 -1.537
```

Computed properties:
Orbital gap = 11.2 eV
HOMO energy = -10.17 eV
LUMO energy = 1.03 eV
Structure (SMILES) = O[C@H]1CO1
Total charge = 0


#y
The following is a DFT calculation (ωB97M-V/def2-TZVPD) of a single C2H4O2 molecule.

The geometry in XYZ format:
```
8
Properties=species:S:1:pos:R:3
C -1.086 -0.298 0.333
C 0.173 0.063 -0.307
O -2.361 0.787 0.180
O -2.292 -0.641 -0.241
H -1.000 -0.394 1.407
H 0.928 -0.694 -0.494
H 0.788 0.621 0.408
H 0.152 0.726 -1.294
```

Computed properties:
Orbital gap = 10.8 eV
HOMO energy = -9.99 eV
LUMO energy = 0.84 eV
Structure (SMILES) = CC1OO1
Total charge = 0


Result of the stability comparison: #w is the most stable of them.


#w
The following is a DFT calculation (ωB97M-V/def2-TZVPD) of 2 unconnected molecules or ions with the total composition C2H4O2.

The geometry in XYZ format:
```
8
Properties=species:S:1:pos:R:3
O 0.652 -0.190 -0.391
C 1.231 -0.399 -1.424
H 1.245 -1.419 -1.853
H 1.823 0.387 -1.907
O -0.480 0.440 2.283
C -1.255 0.429 1.360
H -1.856 1.304 1.066
H -1.359 -0.553 0.866
```

Computed properties:
Orbital gap = 10.2 eV
HOMO energy = -9.59 eV
LUMO energy = 0.58 eV
Structure (SMILES) = C=O.C=O
Total charge = 0


#x
The following is a DFT calculation (ωB97M-V/def2-TZVPD) of a single C2H4O2 molecule.

The geometry in XYZ format:
```
8
Properties=species:S:1:pos:R:3
C -1.095 0.425 0.111
C 0.151 -0.323 -0.028
O -3.422 0.081 0.067
O -2.156 -0.292 0.117
H -1.118 1.522 0.022
H 0.141 -0.308 -1.209
H -0.019 -1.368 0.340
H 1.079 0.042 0.471
```

Computed properties:
Orbital gap (spin up / spin down) = 9.0 / 9.0 eV
HOMO energy (spin up / spin down) = -9.02 / -9.02 eV
LUMO energy (spin up / spin down) = 0.01 / 0.01 eV
Total charge = 0


Result of the stability comparison: #w is the most stable of them.